{
  "formula": "C26H47As3CsN3O6",
  "method": "ωB97M-V/def2-TZVPD",
  "homo_energy_ev": -8.3,
  "e_tot_ev": -227540.6072,
  "elements": ["Cs", "C", "As", "C", "C", "C", "C", "C", "As", "C", "C", "C", "As", "C", "C", "H", "H", "H", "H", "H", "H", "H", "H", "H", "H", "H", "H", "H", "H", "H", "H", "H", "H", "H", "H", "H", "H", "H", "H", "H", "H", "H", "C", "O", "C", "C", "O", "C", "H", "H", "H", "H", "H", "H", "H", "H", "H", "H", "O", "C", "O", "C", "C", "C", "C", "C", "C", "N", "O", "O", "H", "H", "H", "H", "C", "N", "C", "C", "N", "C", "H", "H", "H", "H", "H", "H"],
  "coordinates": [[-0.1603, 0.3705, -0.2961], [2.5851, -3.9849, -3.5775], [1.8916, -3.2678, -1.8858], [0.0530, -3.0433, -2.5169], [1.5274, -4.9716, -0.9406], [2.5623, -5.4448, 0.0997], [2.2366, -6.9055, 0.4465], [2.4569, -4.6475, 1.4195], [2.1833, -2.6900, 1.4220], [2.3473, -2.5551, 3.3788], [4.0053, -2.0658, 1.0505], [4.0021, -5.3394, -0.4387], [4.4604, -6.5458, -1.9389], [5.3388, -7.9523, -0.8890], [6.1257, -5.6216, -2.4084], [2.0855, -4.9176, -3.8389], [3.6576, -4.1594, -3.5191], [2.4025, -3.2491, -4.3619], [-0.3294, -3.9949, -2.8946], [0.0322, -2.3052, -3.3177], [-0.5943, -2.6833, -1.7165], [1.3874, -5.7316, -1.7112], [0.5636, -4.8356, -0.4460], [1.2164, -6.9883, 0.8296], [2.9206, -7.2858, 1.2119], [2.3111, -7.5485, -0.4334], [3.3344, -4.8465, 2.0397], [1.5924, -5.0153, 1.9773], [3.3139, -2.9437, 3.7031], [1.5559, -3.1275, 3.8618], [2.2567, -1.5129, 3.6851], [4.7405, -2.7424, 1.4892], [4.1240, -1.0761, 1.4943], [4.1680, -1.9890, -0.0212], [4.7171, -5.5431, 0.3635], [4.1992, -4.3206, -0.7816], [4.6039, -8.5829, -0.3907], [6.0028, -7.5135, -0.1406], [5.9273, -8.5770, -1.5614], [5.9192, -4.6927, -2.9402], [6.7138, -6.2669, -3.0606], [6.7072, -5.3970, -1.5115], [-2.2907, 3.2221, 1.3471], [-0.9916, 2.7489, 1.6572], [-0.7943, 2.4304, 3.0228], [-1.3393, 1.0769, 3.4139], [-0.5420, 0.0634, 2.8302], [-1.0509, -1.2326, 3.1062], [-2.4802, 4.1848, 1.8308], [-3.0719, 2.5152, 1.6429], [-2.3334, 3.3416, 0.2662], [-1.2410, 3.1932, 3.6699], [0.2841, 2.4257, 3.1837], [-2.3796, 0.9714, 3.0832], [-1.3255, 0.9882, 4.5055], [-1.0521, -1.4318, 4.1828], [-0.4064, -1.9508, 2.6067], [-2.0723, -1.3448, 2.7259], [-1.9630, 1.4368, -1.8951], [-2.2667, 0.2509, -2.1721], [-2.1298, -0.7434, -1.4166], [-2.8133, -0.0107, -3.5679], [-3.3113, 1.0455, -4.3227], [-3.8429, 0.8205, -5.5823], [-3.8356, -0.4697, -6.0813], [-3.3413, -1.5387, -5.3551], [-2.8450, -1.3018, -4.0828], [-4.3768, -0.7148, -7.4378], [-4.8679, 0.2275, -8.0295], [-4.1765, -1.8055, -7.9373], [-3.2826, 2.0415, -3.8960], [-4.2582, 1.6205, -6.1802], [-3.3621, -2.5292, -5.7854], [-2.4847, -2.1140, -3.4626], [-0.3990, 1.6891, -6.1849], [0.3169, 1.1513, -5.0404], [1.0209, -0.0305, -5.0088], [1.6071, -0.0744, -3.7778], [1.2852, 1.0540, -3.0541], [0.5162, 1.7637, -3.8490], [-0.9907, 0.9042, -6.6514], [0.2914, 2.1038, -6.9166], [-1.0742, 2.4718, -5.8472], [1.0257, -0.7139, -5.8439], [2.2514, -0.8303, -3.3613], [0.0596, 2.7114, -3.5962]],
  "forces_ev_per_angstrom": [[2.35, 0.30, 1.58], [-0.01, -0.02, -0.03], [-0.10, -0.01, -0.03], [-0.06, -0.05, 0.02], [0.20, 0.04, 0.13], [0.04, 0.08, -0.01], [0.09, 0.00, 0.04], [-0.04, 0.03, -0.15], [0.05, 0.05, 0.04], [0.03, -0.01, 0.01], [0.00, 0.01, 0.04], [-0.16, -0.04, 0.01], [-0.03, -0.02, 0.00], [0.05, -0.03, 0.06], [0.07, 0.03, 0.01], [0.01, 0.00, -0.02], [0.02, -0.01, -0.01], [0.00, 0.02, 0.01], [0.01, 0.03, 0.02], [0.02, 0.01, 0.00], [0.01, -0.04, -0.02], [0.02, -0.07, -0.03], [-0.07, 0.00, 0.03], [0.04, 0.01, -0.01], [-0.04, 0.00, -0.03], [0.01, -0.01, -0.01], [0.03, -0.05, 0.02], [-0.09, -0.02, 0.03], [-0.02, 0.00, 0.02], [-0.03, -0.01, 0.00], [-0.01, 0.00, -0.02], [-0.01, 0.01, 0.00], [0.00, -0.02, -0.02], [0.00, 0.00, -0.05], [0.00, -0.01, 0.02], [0.01, 0.04, -0.01], [-0.01, 0.02, -0.02], [-0.03, -0.03, -0.03], [-0.01, 0.00, 0.00], [-0.02, -0.02, 0.02], [0.01, 0.02, 0.00], [-0.02, -0.01, -0.04], [0.02, -0.04, -0.07], [0.05, -0.10, 0.06], [-0.01, -0.01, -0.10], [0.00, -0.05, -0.11], [-0.13, -0.11, 0.08], [-0.02, 0.17, -0.02], [0.01, 0.03, 0.05], [0.02, -0.01, 0.01], [0.00, -0.02, 0.01], [-0.02, 0.07, -0.02], [0.03, 0.06, 0.02], [-0.04, -0.03, 0.02], [0.00, -0.03, 0.10], [0.01, 0.00, 0.02], [0.03, 0.00, -0.03], [0.00, 0.02, 0.00], [-0.70, 0.09, -0.46], [-0.48, 0.05, -0.34], [-1.08, -0.39, -0.75], [-0.07, 0.01, 0.00], [0.01, 0.03, -0.02], [-0.08, 0.12, -0.05], [-0.25, -0.09, 0.04], [0.01, -0.08, 0.00], [0.00, -0.04, 0.02], [0.94, 0.31, -0.35], [-0.28, -0.11, 0.19], [-0.32, -0.08, 0.22], [0.00, -0.06, -0.03], [0.02, -0.03, 0.03], [0.00, -0.01, 0.01], [-0.01, 0.06, -0.06], [-0.02, -0.06, 0.13], [0.03, 0.09, -0.14], [-0.06, 0.07, 0.05], [0.01, 0.25, 0.05], [0.00, -0.08, -0.19], [0.03, -0.12, 0.06], [-0.02, -0.02, 0.02], [0.06, 0.01, -0.03], [0.01, -0.01, 0.02], [0.00, 0.07, 0.06], [0.01, -0.04, -0.03], [0.00, -0.14, -0.08]],
  "lowdin_charge": [1.24, -0.33, 1.09, -0.33, -0.37, -0.69, -0.09, -0.37, 1.07, -0.33, -0.34, -0.38, 1.10, -0.35, -0.34, 0.02, -0.02, 0.01, 0.04, 0.00, 0.01, 0.07, 0.08, 0.09, 0.09, 0.06, 0.08, 0.07, 0.02, 0.02, 0.02, 0.03, 0.02, -0.01, 0.08, 0.03, 0.01, 0.02, 0.02, 0.01, 0.02, 0.03, -0.09, -0.26, -0.20, -0.22, -0.28, -0.11, 0.09, 0.09, 0.09, 0.13, 0.13, 0.12, 0.13, 0.09, 0.04, 0.10, -0.24, -0.77, -0.30, -0.11, -0.01, -0.01, -0.15, 0.01, 0.00, -0.35, 0.07, 0.07, 0.12, 0.12, 0.12, 0.11, -0.01, -0.12, -0.07, -0.18, 0.00, -0.18, 0.09, 0.09, 0.09, 0.12, 0.06, 0.13]
}